No. 1
Molecular formula: C31H43BN7O2
Method: DFT, ωB97M-V/def2-TZVPD

Summary:
Molecular weight ... 556.5 g mol⁻¹
Total charge ... +1
Lowest unoccupied orbital energy ... -3.52 eV
Kohn-Sham gap ... 7.004 eV

Each line ends with the Mulliken charge.
Element x y z (Å)
1 C -7.71 -1.71 -7.53  -0.6488
2 O -7.75 -2.16 -6.13  -0.3662
3 C -7.98 -3.63 -6.04  -0.3455
4 C -6.52 -4.34 -6.20  -0.5648
5 C -6.10 -5.35 -4.98  -0.5539
6 C -6.45 -4.80 -3.47  -0.6170
7 C -5.61 -3.46 -3.02  -0.6908
8 N -4.21 -3.92 -2.65  -0.3525
9 B -3.32 -2.67 -2.73  0.6380
10 N -2.08 -2.71 -3.64  -0.4977
11 O -3.65 -1.41 -1.98  -0.5742
12 H -7.14 -2.44 -8.26  0.2919
13 H -7.13 -0.67 -7.60  0.2351
14 H -8.82 -1.49 -7.92  0.2553
15 H -8.57 -3.89 -5.07  0.2533
16 H -8.65 -3.93 -6.98  0.3247
17 H -6.57 -5.00 -7.20  0.3540
18 H -5.69 -3.53 -6.40  0.2886
19 H -4.92 -5.53 -5.04  0.1783
20 H -6.67 -6.38 -5.12  0.3226
21 H -7.62 -4.68 -3.27  0.3429
22 H -6.11 -5.66 -2.72  0.3417
23 H -5.65 -2.58 -3.79  0.3964
24 H -6.12 -3.08 -2.01  0.3239
25 H -3.87 -4.66 -3.33  0.3375
26 H -4.17 -4.36 -1.68  0.4120
27 H -2.26 -3.49 -4.31  0.2454
28 H -2.09 -1.83 -4.23  0.2789
29 H -4.39 -0.91 -2.46  0.3353
30 N 1.27 -1.82 -0.69  -0.4003
31 C 1.64 -1.03 0.35  -0.3299
32 C 0.80 -0.09 0.94  -0.5631
33 C -0.49 0.04 0.43  -0.5316
34 C -0.90 -0.76 -0.63  -0.1005
35 C 0.01 -1.67 -1.15  -0.3591
36 H 2.65 -1.16 0.70  0.5710
37 H 1.14 0.51 1.77  0.4291
38 H -1.18 0.76 0.87  0.3851
39 H -1.89 -0.68 -1.04  0.4429
40 H -0.25 -2.32 -1.98  0.4882
41 N 3.98 1.06 1.75  -0.2922
42 C 4.57 1.68 2.79  -0.2908
43 C 5.95 1.77 2.95  -0.4449
44 C 6.76 1.18 1.99  -0.1413
45 C 6.18 0.53 0.90  -0.7192
46 C 4.79 0.50 0.83  -0.1720
47 H 3.90 2.12 3.51  0.4438
48 H 6.37 2.28 3.81  0.3252
49 H 7.84 1.23 2.08  0.3868
50 H 6.78 0.07 0.14  0.3754
51 H 4.29 0.01 0.00  0.5453
52 N 4.93 -6.22 1.96  -0.5475
53 C 4.30 -5.89 3.11  -0.1778
54 C 3.46 -4.79 3.24  -0.5947
55 C 3.26 -3.99 2.12  0.0677
56 C 3.89 -4.31 0.92  -0.1808
57 C 4.71 -5.42 0.89  -0.3798
58 H 4.50 -6.54 3.95  0.3515
59 H 2.98 -4.57 4.18  0.3574
60 H 2.60 -3.12 2.18  0.3674
61 H 3.75 -3.70 0.04  0.3939
62 H 5.22 -5.72 -0.02  0.3413
63 N 6.35 5.15 2.74  -0.4571
64 C 6.57 5.97 3.79  -0.2517
65 C 5.71 6.99 4.16  -0.4272
66 C 4.57 7.20 3.40  0.0561
67 C 4.32 6.38 2.30  -0.5023
68 C 5.23 5.38 2.02  -0.2552
69 H 7.48 5.77 4.35  0.3566
70 H 5.93 7.62 5.02  0.3419
71 H 3.87 8.00 3.65  0.3687
72 H 3.43 6.51 1.69  0.3822
73 H 5.08 4.70 1.18  0.3791
74 N 1.60 6.95 4.77  -0.2826
75 C 0.49 6.33 4.33  -0.1751
76 C -0.79 6.63 4.77  -0.5018
77 C -0.94 7.62 5.73  -0.1482
78 C 0.19 8.27 6.21  -0.5866
79 C 1.42 7.91 5.71  -0.0524
80 H 0.65 5.56 3.58  0.3658
81 H -1.65 6.10 4.37  0.3387
82 H -1.93 7.88 6.10  0.3595
83 H 0.10 9.05 6.96  0.3464
84 H 2.33 8.39 6.05  0.3544

No. 2
Molecular formula: C31H43Cl2N4NbO6PSSi
Method: DFT, ωB97M-V/def2-TZVPD

Summary:
Molecular weight ... 822.6 g mol⁻¹
Total charge ... +1
Energy relative to the best compared isomer or geometry (same formula, charge and spin) ... 4.85 kJ/mol
Lowest unoccupied orbital energy ... -4.56 eV
Kohn-Sham gap ... 4.191 eV

Each line ends with the Mulliken charge.
Element x y z (Å)
1 Nb -10.89 -12.77 -10.09  -0.9473
2 N -11.11 -14.93 -9.69  -0.2331
3 C -10.27 -15.89 -10.45  -0.5242
4 C -8.96 -15.25 -10.98  -0.6116
5 N -9.26 -13.85 -11.38  -0.0049
6 H -10.87 -14.90 -8.69  0.3615
7 H -12.09 -15.14 -9.75  0.3280
8 H -10.86 -16.31 -11.34  0.1022
9 H -10.04 -16.77 -9.86  0.5589
10 H -8.65 -15.79 -11.87  0.4807
11 H -8.16 -15.39 -10.29  0.1547
12 H -9.63 -13.71 -12.30  0.5113
13 H -8.41 -13.29 -11.36  0.1784
14 Cl -11.67 -5.68 -11.23  -0.1939
15 C -11.48 -7.27 -10.72  0.0268
16 C -11.43 -7.45 -9.31  -0.1663
17 C -11.09 -8.64 -8.72  0.0829
18 Cl -11.21 -8.90 -7.03  -0.2202
19 C -10.85 -9.71 -9.62  0.3703
20 O -10.68 -10.91 -9.13  0.6335
21 C -10.74 -9.50 -11.08  0.7543
22 C -10.33 -10.51 -11.96  -0.7006
23 O -10.03 -11.72 -11.54  -0.0841
24 C -11.13 -8.27 -11.60  -1.1072
25 H -11.63 -6.59 -8.62  0.3710
26 H -10.03 -10.21 -12.96  0.5706
27 H -11.24 -8.13 -12.67  0.4673
28 C -15.59 -20.04 -9.86  -1.4521
29 C -15.07 -19.48 -11.16  1.2574
30 C -14.29 -20.32 -11.97  -0.8331
31 C -13.77 -19.82 -13.19  -0.6408
32 C -13.96 -18.50 -13.61  -0.7730
33 C -14.69 -17.64 -12.74  0.5946
34 N -14.73 -16.30 -13.00  -0.2197
35 C -14.16 -15.60 -14.12  -0.5812
36 C -14.53 -15.84 -15.42  -0.2091
37 C -13.77 -15.35 -16.47  -0.3589
38 C -12.67 -14.52 -16.24  -0.8563
39 C -12.31 -14.23 -14.90  -0.4811
40 C -13.11 -14.67 -13.83  0.1792
41 C -12.80 -14.21 -12.43  0.6565
42 O -13.52 -14.68 -11.53  -0.5785
43 O -11.83 -13.42 -12.19  0.0869
44 C -15.36 -18.15 -11.58  0.2122
45 C -16.39 -17.31 -10.95  -1.4732
46 H -14.99 -20.87 -9.51  0.3973
47 H -16.64 -20.35 -9.88  0.2948
48 H -15.56 -19.22 -9.12  0.3002
49 H -14.06 -21.38 -11.70  0.3024
50 H -13.13 -20.47 -13.78  0.3515
51 H -13.48 -18.07 -14.49  0.3924
52 H -14.68 -15.69 -12.18  0.4734
53 H -15.37 -16.50 -15.59  0.4877
54 H -14.04 -15.66 -17.50  0.3603
55 H -12.00 -14.20 -17.02  0.4257
56 H -11.49 -13.57 -14.64  0.3112
57 H -16.31 -17.23 -9.88  0.3469
58 H -17.43 -17.71 -11.01  0.2860
59 H -16.37 -16.33 -11.37  0.4853
60 C -13.09 -14.71 -5.84  -1.3006
61 P -12.72 -13.08 -6.57  0.9428
62 C -14.34 -12.34 -6.78  -1.1605
63 C -11.72 -12.14 -5.35  -0.6848
64 O -11.98 -13.25 -7.92  -0.1554
65 H -13.59 -14.61 -4.87  0.4411
66 H -12.12 -15.19 -5.66  0.3396
67 H -13.70 -15.24 -6.57  0.3396
68 H -14.81 -12.20 -5.81  0.4592
69 H -15.00 -12.95 -7.43  0.3522
70 H -14.20 -11.40 -7.29  0.2768
71 H -12.10 -12.30 -4.32  0.4942
72 H -11.76 -11.08 -5.62  0.0192
73 H -10.67 -12.49 -5.47  0.1448
74 C -7.02 -11.75 -9.88  -1.3817
75 Si -7.98 -12.41 -8.36  0.7617
76 C -7.20 -13.97 -7.64  -1.0741
77 C -7.92 -11.06 -7.09  -1.0110
78 O -9.44 -12.94 -8.74  0.0535
79 H -6.10 -11.25 -9.57  0.5088
80 H -7.69 -11.08 -10.39  0.2955
81 H -6.64 -12.50 -10.55  0.4077
82 H -6.14 -13.81 -7.32  0.3779
83 H -7.27 -14.77 -8.36  0.2492
84 H -7.76 -14.21 -6.74  0.2429
85 H -6.93 -11.09 -6.57  0.4000
86 H -8.73 -11.11 -6.33  0.2316
87 H -8.01 -10.07 -7.58  0.2401
88 S -15.36 -11.03 -10.59  -0.2922
89 C -13.88 -11.54 -10.29  0.8565
90 N -12.74 -11.91 -10.17  -1.2784

No. 3
Molecular formula: C31H43FN4O2S6Ti
Method: DFT, ωB97M-V/def2-TZVPD

Summary:
Molecular weight ... 763.0 g mol⁻¹
2S+1 ... 3
Energy relative to the best compared isomer or geometry (same formula, charge and spin) ... 3.14 kJ/mol
Lowest unoccupied orbital energy (alpha / beta) ... 0.10 / 0.10 eV
Kohn-Sham gap (alpha / beta) ... 5.667 / 7.800 eV

Each line ends with the Löwdin spin population.
Element x y z (Å)
1 Ti -0.35 0.50 -0.90  1.7716
2 C -2.23 -4.50 -1.54  0.0002
3 C -0.71 -4.62 -1.61  0.0008
4 S 0.03 -3.14 -2.32  0.0051
5 C 1.76 -3.44 -1.91  0.0007
6 C 2.54 -2.14 -1.73  0.0033
7 S 1.99 -0.97 -0.47  0.0199
8 C 2.27 -1.82 1.09  0.0023
9 C 1.19 -2.79 1.59  0.0002
10 S -0.48 -2.12 1.48  0.0124
11 C -1.42 -3.64 1.74  0.0036
12 C -2.80 -3.60 1.08  0.0002
13 S -2.91 -3.08 -0.65  0.0007
14 H -2.65 -5.42 -1.12  0.0000
15 H -2.63 -4.40 -2.55  0.0000
16 H -0.47 -5.51 -2.20  0.0002
17 H -0.30 -4.76 -0.61  0.0000
18 H 2.25 -4.02 -2.70  0.0003
19 H 1.81 -4.04 -1.00  0.0001
20 H 2.52 -1.55 -2.64  0.0001
21 H 3.58 -2.39 -1.52  -0.0001
22 H 2.40 -1.01 1.81  0.0001
23 H 3.22 -2.36 1.02  0.0000
24 H 1.43 -3.05 2.62  0.0003
25 H 1.22 -3.72 1.01  0.0000
26 H -1.57 -3.84 2.80  0.0003
27 H -0.84 -4.48 1.35  0.0001
28 H -3.44 -2.90 1.61  0.0000
29 H -3.25 -4.59 1.18  0.0000
30 C 6.94 1.86 -0.70  0.0001
31 C 5.53 1.91 -1.22  0.0005
32 C 4.53 2.52 -0.47  0.0002
33 C 3.22 2.56 -0.93  0.0008
34 C 2.91 1.99 -2.16  0.0012
35 C 3.90 1.39 -2.93  0.0003
36 C 5.20 1.36 -2.45  0.0005
37 S 1.24 2.04 -2.71  0.0054
38 O 1.14 2.92 -3.85  0.0011
39 O 0.44 2.46 -1.53  0.0362
40 N 0.95 0.51 -2.97  0.0080
41 C -0.29 0.23 -3.59  0.0204
42 C -0.54 0.38 -4.95  -0.0004
43 C -1.79 0.04 -5.43  0.0163
44 C -2.77 -0.42 -4.54  -0.0006
45 C -2.45 -0.50 -3.20  0.0140
46 N -1.23 -0.20 -2.75  0.0081
47 H 7.00 1.29 0.22  0.0000
48 H 7.32 2.86 -0.49  0.0000
49 H 7.62 1.40 -1.43  0.0000
50 H 4.76 2.96 0.49  0.0000
51 H 2.44 3.01 -0.33  0.0001
52 H 3.65 0.95 -3.88  0.0001
53 H 5.97 0.89 -3.05  0.0000
54 H 0.25 0.77 -5.59  -0.0003
55 H -2.01 0.14 -6.48  0.0011
56 H -3.76 -0.68 -4.88  -0.0004
57 H -3.16 -0.80 -2.45  0.0006
58 F -6.27 2.31 0.68  0.0035
59 C -5.00 1.90 0.40  0.0121
60 C -4.25 2.61 -0.51  -0.0020
61 C -2.96 2.18 -0.78  0.0116
62 C -2.36 1.06 -0.16  -0.0010
63 C -3.20 0.39 0.74  0.0130
64 C -4.50 0.78 1.04  -0.0016
65 H -4.68 3.48 -1.00  -0.0005
66 H -2.39 2.77 -1.50  0.0011
67 H -2.82 -0.48 1.28  0.0013
68 H -5.12 0.24 1.75  -0.0005
69 C -0.22 1.40 6.15  0.0000
70 C -0.59 0.33 5.13  0.0000
71 N 0.11 0.49 3.86  0.0001
72 C -0.21 1.36 2.89  0.0038
73 S 0.83 1.50 1.54  0.0216
74 N -1.33 2.07 3.02  0.0004
75 C -1.71 3.21 2.20  0.0003
76 C -1.38 4.52 2.89  0.0001
77 H -0.73 1.21 7.10  0.0000
78 H -0.49 2.40 5.81  0.0000
79 H 0.86 1.39 6.34  0.0000
80 H -1.66 0.31 4.94  0.0000
81 H -0.35 -0.66 5.50  0.0000
82 H 0.99 0.03 3.72  0.0002
83 H -1.84 1.98 3.89  0.0001
84 H -2.78 3.11 1.98  0.0001
85 H -1.19 3.11 1.25  0.0005
86 H -1.87 4.60 3.86  0.0000
87 H -1.72 5.36 2.29  0.0000
88 H -0.30 4.61 3.04  0.0001

No. 4
Molecular formula: C31H43N11O12
Method: DFT, ωB97M-V/def2-TZVPD

Summary:
Molecular weight ... 761.8 g mol⁻¹
Energy relative to the best compared isomer or geometry (same formula, charge and spin) ... 0.00 kJ/mol
Lowest unoccupied orbital energy ... -1.33 eV
Kohn-Sham gap ... 7.104 eV

Each line ends with the Mulliken charge.
Element x y z (Å)
1 N -0.86 5.51 1.53  -0.7069
2 C -1.47 5.05 0.43  -0.8598
3 C -1.00 3.85 -0.20  0.2643
4 C 0.02 3.14 0.34  0.6661
5 C 0.69 3.66 1.46  -0.7499
6 C 0.27 4.90 2.00  -0.6604
7 H -2.26 5.54 -0.11  0.4522
8 H -1.47 3.62 -1.15  0.3817
9 H 0.47 2.28 -0.12  0.7737
10 H 1.42 3.06 1.98  0.2116
11 H 0.79 5.33 2.85  0.4739
12 N 0.51 1.00 0.36  0.4397
13 C 1.10 0.05 -0.44  -0.5505
14 C 0.33 -1.07 -0.94  -0.6587
15 C -1.03 -1.16 -0.66  -0.8276
16 C -1.65 -0.08 0.02  -0.1998
17 C -0.84 0.95 0.50  -0.0112
18 H 2.10 0.24 -0.81  0.1219
19 H 0.90 -1.73 -1.58  -0.5297
20 H -1.63 -1.93 -1.11  1.7257
21 H -2.71 -0.04 0.20  -1.6196
22 H -1.25 1.83 0.98  0.5107
23 N 1.39 -1.68 2.74  -0.7895
24 C 1.14 -1.65 1.42  2.4538
25 C 1.33 -2.70 0.54  -0.6887
26 C 1.76 -3.93 1.10  -0.4488
27 C 1.92 -4.03 2.47  -0.9476
28 C 1.72 -2.92 3.27  -0.9411
29 H 0.83 -0.77 0.88  -1.0402
30 H 1.30 -2.61 -0.54  0.6346
31 H 2.09 -4.75 0.47  0.4312
32 H 2.36 -4.94 2.86  0.4145
33 H 1.77 -2.97 4.35  0.4930
34 N 2.76 0.61 3.48  -0.7905
35 C 2.25 0.46 2.26  0.5613
36 C 2.89 1.05 1.22  0.9003
37 C 4.19 1.63 1.32  -0.9500
38 C 4.76 1.68 2.57  -0.6479
39 C 4.04 1.09 3.57  -0.6433
40 H 1.25 0.06 2.27  0.7313
41 H 2.33 1.10 0.30  0.2717
42 H 4.68 1.96 0.41  0.4694
43 H 5.77 2.01 2.80  0.4074
44 H 4.45 0.97 4.56  0.4265
45 N -3.25 -1.39 0.85  0.2624
46 C -3.56 -1.24 2.13  -0.3958
47 C -4.81 -0.91 2.68  -0.8215
48 C -5.85 -0.77 1.76  -0.4240
49 C -5.60 -0.87 0.39  -0.8405
50 C -4.27 -1.12 -0.01  0.1326
51 H -2.71 -1.35 2.79  0.3651
52 H -5.03 -0.93 3.74  0.4821
53 H -6.82 -0.57 2.20  0.3981
54 H -6.45 -0.65 -0.24  0.4054
55 H -4.09 -1.36 -1.04  0.6616
56 C 1.36 3.41 -2.41  -0.5160
57 N 1.65 2.02 -2.75  1.2705
58 O 1.12 1.45 -3.68  -0.6130
59 O 2.33 1.38 -2.02  -0.4646
60 H 1.90 3.88 -1.58  0.3709
61 H 0.29 3.48 -2.26  0.1990
62 H 1.58 4.09 -3.24  0.3462
63 C -0.92 1.43 -2.05  -1.3092
64 N -1.69 2.15 -3.17  1.6464
65 O -1.38 3.34 -3.37  -0.6800
66 O -2.55 1.55 -3.69  -0.7273
67 H -0.10 0.86 -2.48  0.1773
68 H -1.63 0.76 -1.55  0.7702
69 H -0.52 2.18 -1.37  -0.3958
70 C 4.49 -1.95 -1.53  -1.0877
71 N 3.30 -2.30 -0.73  0.5138
72 O 2.28 -2.06 -1.32  -0.0338
73 O 3.48 -2.84 0.40  -0.4840
74 H 5.33 -2.00 -0.84  0.3699
75 H 4.36 -0.99 -2.03  0.2920
76 H 4.54 -2.74 -2.27  0.4296
77 C 1.66 -1.90 -3.56  -0.2152
78 N 2.91 -2.54 -4.11  1.0950
79 O 2.77 -3.57 -4.75  -0.6718
80 O 3.94 -1.96 -4.03  -0.5977
81 H 1.18 -1.48 -4.44  0.5101
82 H 2.06 -1.03 -3.05  -0.2008
83 H 1.05 -2.52 -2.90  0.2984
84 C -4.07 1.65 0.83  -0.3895
85 N -3.97 1.37 -0.68  0.9153
86 O -4.78 0.60 -1.16  -0.6066
87 O -3.00 1.84 -1.27  -0.4386
88 H -3.45 2.51 1.06  0.3413
89 H -3.70 0.74 1.30  0.3268
90 H -5.13 1.81 1.06  0.3699
91 C -1.53 -3.12 0.73  -0.8597
92 N -2.52 -4.13 0.46  1.2603
93 O -3.35 -4.31 1.36  -0.6452
94 O -2.27 -4.96 -0.39  -0.6771
95 H -0.87 -3.01 -0.13  -0.0038
96 H -0.97 -3.37 1.63  0.7053
97 H -2.11 -2.21 0.89  0.2288

No. 5
Molecular formula: C31H43N6O
Method: DFT, ωB97M-V/def2-TZVPD

Summary:
Molecular weight ... 515.7 g mol⁻¹
Total charge ... +1
Lowest unoccupied orbital energy ... -4.35 eV
Kohn-Sham gap ... 5.933 eV

Each line ends with the Mulliken charge.
Element x y z (Å)
1 C -3.12 3.54 -3.92  -0.9576
2 N -2.11 3.18 -2.95  0.2795
3 C -1.37 4.12 -2.29  0.1844
4 O -1.43 5.34 -2.47  -0.6800
5 C -0.46 3.37 -1.31  0.1686
6 C -0.81 3.64 0.15  -0.9089
7 C -0.62 5.09 0.55  0.3803
8 C 0.65 5.57 0.91  -0.2419
9 C 0.84 6.93 1.18  -0.6096
10 C -0.24 7.82 1.10  -0.5023
11 C -1.52 7.33 0.78  -0.6246
12 C -1.71 5.97 0.54  -0.2867
13 N -0.65 1.98 -1.71  0.5566
14 C 0.01 0.98 -1.08  0.0024
15 C -0.15 -0.37 -1.38  0.3518
16 C 0.37 -1.47 -0.69  -0.1318
17 C 0.26 -2.81 -1.19  0.6393
18 C 1.04 -3.87 -0.65  -0.7253
19 C 0.89 -5.18 -1.08  -0.2666
20 C -0.07 -5.52 -2.07  -0.2552
21 N -0.28 -6.85 -2.45  0.2489
22 C -1.31 -7.67 -1.84  -1.0067
23 C 0.32 -7.43 -3.63  -0.9887
24 C -0.82 -4.47 -2.65  -0.1937
25 C -0.65 -3.16 -2.24  -0.8649
26 C -1.71 1.80 -2.72  0.0815
27 C -2.90 0.99 -2.20  -1.5244
28 C -1.21 1.19 -4.04  -1.5569
29 H -3.24 4.62 -3.92  0.3839
30 H -2.84 3.20 -4.93  0.3063
31 H -4.08 3.06 -3.67  0.3143
32 H 0.58 3.68 -1.51  0.3210
33 H -1.86 3.34 0.31  0.4255
34 H -0.17 3.00 0.77  0.5518
35 H 1.48 4.86 0.97  0.3643
36 H 1.83 7.29 1.45  0.3696
37 H -0.09 8.88 1.28  0.3705
38 H -2.37 8.02 0.71  0.3675
39 H -2.71 5.58 0.31  0.3175
40 H 0.73 1.31 -0.33  0.6152
41 H -0.75 -0.61 -2.25  -0.6766
42 H 0.86 -1.32 0.28  0.4023
43 H 1.78 -3.62 0.12  0.5332
44 H 1.50 -5.98 -0.66  0.4535
45 H -1.80 -7.12 -1.03  0.2993
46 H -2.07 -7.95 -2.59  0.3359
47 H -0.87 -8.59 -1.45  0.3276
48 H 1.01 -6.71 -4.09  0.3012
49 H 0.87 -8.34 -3.35  0.3173
50 H -0.45 -7.72 -4.35  0.3239
51 H -1.55 -4.72 -3.42  0.4195
52 H -1.25 -2.39 -2.73  0.3286
53 H -3.38 1.51 -1.36  0.3374
54 H -3.63 0.86 -3.02  0.4875
55 H -2.58 0.00 -1.86  0.4268
56 H -0.48 1.87 -4.51  0.3833
57 H -0.73 0.22 -3.88  0.3326
58 H -2.06 1.05 -4.71  0.5027
59 C 1.10 -3.06 4.30  -0.7868
60 C 0.46 -2.59 3.02  -0.7761
61 N 1.22 -1.56 2.36  -0.2793
62 C 1.91 -0.74 3.13  0.1572
63 N 2.02 -0.83 4.48  0.1845
64 C 1.39 -1.90 5.22  -0.7163
65 C 2.80 0.11 5.28  -0.7230
66 C 3.01 1.42 4.56  -0.7235
67 C 3.46 1.21 3.13  -0.5936
68 N 2.56 0.29 2.49  -0.0419
69 H 0.44 -3.76 4.82  0.3786
70 H 2.03 -3.59 4.07  0.3076
71 H 0.40 -3.42 2.30  0.3823
72 H -0.57 -2.26 3.24  0.2136
73 H 0.45 -1.54 5.66  0.3031
74 H 2.03 -2.21 6.05  0.4393
75 H 2.29 0.27 6.23  0.4175
76 H 3.78 -0.35 5.53  0.3140
77 H 2.08 2.00 4.58  0.3004
78 H 3.76 1.99 5.11  0.3673
79 H 3.43 2.17 2.60  0.3487
80 H 4.49 0.82 3.10  0.2886
81 H 2.55 0.21 1.48  0.1265

The highest molecular weight belongs to which entry?
C31H43Cl2N4NbO6PSSi

molecular weight of number 2 (C31H43Cl2N4NbO6PSSi)?
822.6 g mol⁻¹

Among the records above, which one has the lowest molecular weight?
C31H43N6O